Entry a
Formula: C3H8N2O2
Source: the OMol25 dataset
Level of theory: ωB97M-V/def2-TZVPD

Last column: Mulliken charge in e.
Positions of all 15 atoms, in Å:
N  1.190  1.232  0.732  -0.3476
C  0.473  0.255  1.281  0.4805
O  -0.285  0.518  2.291  -0.6776
N  0.310  -0.909  0.503  -0.1687
C  0.451  -0.838  -0.924  -0.3232
C  -0.673  -0.705  -1.844  -0.5805
O  -1.436  0.436  -1.589  -0.5195
H  2.008  1.094  0.157  0.2371
H  1.137  2.120  1.169  0.2151
H  -0.105  -1.674  1.033  0.2103
H  0.989  -1.785  -1.155  0.3298
H  1.075  0.005  -1.221  0.1439
H  -0.375  -0.651  -2.895  0.3462
H  -1.206  -1.603  -1.781  0.3365
H  -1.759  0.329  -0.642  0.3177

Summary:
- HOMO-LUMO gap (eV) = 10.12
- structure (SMILES) = NC(=O)NCCO
- LUMO (Ha) = 0.026

Entry b
Formula: C3H8N2O2
Source: the OMol25 dataset
Level of theory: ωB97M-V/def2-TZVPD

Last column: Mulliken charge in e.
Positions of all 15 atoms, in Å:
N  2.324  1.028  -0.283  -0.5203
C  0.946  0.775  -0.221  0.7173
O  0.205  1.671  0.198  -0.6734
N  0.611  -0.555  -0.479  -0.4507
C  -0.788  -0.978  -0.395  -0.5145
C  -1.436  -0.732  1.050  -0.4136
O  -1.808  0.592  1.180  -0.6143
H  2.583  1.389  0.625  0.2803
H  2.888  0.229  -0.547  0.2629
H  0.774  0.390  -1.502  0.2326
H  -0.864  -2.037  -0.698  0.3557
H  -1.395  -0.348  -1.048  0.2798
H  -0.728  -1.072  1.831  0.2616
H  -2.334  -1.371  1.098  0.3205
H  -1.013  1.133  0.885  0.4761

Summary:
- HOMO-LUMO gap (eV) = 9.15
- LUMO (Ha) = -0.015

The structure with the least stability is entry b.

Entry a
Formula: C3H8N2O2
Source: the OMol25 dataset
Level of theory: ωB97M-V/def2-TZVPD

Last column: Mulliken charge in e.
Positions of all 15 atoms, in Å:
N  -0.615  1.550  -1.997  -0.6687
C  -0.089  1.094  -0.717  -0.5474
C  -0.814  -0.131  -0.160  0.4867
O  -1.879  -0.490  -0.595  -0.5756
N  -0.234  -0.711  0.957  -0.1601
C  1.118  -1.123  1.062  -0.5359
O  2.133  -0.246  1.577  -0.5301
H  -0.350  0.846  -2.682  0.2680
H  -1.614  1.355  -1.962  0.3255
H  0.995  1.040  -0.685  0.3684
H  -0.375  1.841  0.037  0.2742
H  -0.877  -1.072  1.643  0.2491
H  1.485  -1.307  0.042  0.3688
H  1.200  -2.066  1.589  0.3640
H  1.827  0.661  1.459  0.3132

Summary:
- HOMO-LUMO gap (eV) = 10.62
- structure (SMILES) = NCC(=O)NCO
- LUMO (Ha) = 0.024

Entry b
Formula: C3H8N2O2
Source: the OMol25 dataset
Level of theory: ωB97M-V/def2-TZVPD

Last column: Mulliken charge in e.
Positions of all 15 atoms, in Å:
N  -1.876  1.688  -0.800  -0.4449
C  -0.941  0.691  -0.678  0.6336
O  -0.708  -0.065  -1.617  -0.7045
N  -0.275  0.612  0.521  -0.2186
C  1.068  0.018  0.563  -0.6848
C  1.129  -1.508  0.609  -0.3963
O  0.696  -2.152  -0.554  -0.5488
H  -2.495  1.574  -1.588  0.2529
H  -2.256  2.164  0.003  0.1982
H  -0.424  1.380  1.160  0.2343
H  1.550  0.399  1.470  0.4221
H  1.647  0.366  -0.303  0.2939
H  0.581  -1.867  1.497  0.2397
H  2.189  -1.762  0.760  0.2881
H  0.115  -1.539  -1.043  0.4352

Summary:
- HOMO-LUMO gap (eV) = 10.24
- structure (SMILES) = NC(=O)NCCO
- LUMO (Ha) = 0.022

The structure with the least stability is entry a.

Entry a
Formula: C3H8N2O2
Source: the OMol25 dataset
Level of theory: ωB97M-V/def2-TZVPD

Last column: Mulliken charge in e.
Positions of all 15 atoms, in Å:
C  0.069  0.226  0.027  0.9073
C  -0.604  0.055  1.371  -1.2185
C  0.876  1.492  -0.181  -1.2777
N  -0.578  -0.158  -1.109  -0.6423
O  -1.621  -1.048  -0.819  -0.3472
N  1.169  -1.510  -1.078  0.1217
O  0.621  -2.530  -0.934  -0.2616
H  -1.927  -1.307  -1.697  0.3616
H  1.156  -0.729  -0.001  0.2433
H  1.373  1.461  -1.150  0.3752
H  -1.505  0.672  1.412  0.3458
H  0.055  0.382  2.175  0.3691
H  -0.923  -0.974  1.535  0.3646
H  0.215  2.362  -0.153  0.3130
H  1.626  1.607  0.603  0.3457

Summary:
- HOMO-LUMO gap (eV) = 8.41
- LUMO (Ha) = 0.010

Entry b
Formula: C3H8N2O2
Source: the OMol25 dataset
Level of theory: ωB97M-V/def2-TZVPD

Last column: Mulliken charge in e.
Positions of all 15 atoms, in Å:
C  0.671  1.584  -0.728  -1.3907
C  -0.271  0.574  -0.138  0.4035
N  0.358  0.174  1.515  -0.6780
C  -0.307  -0.732  -0.777  -0.0426
O  -1.583  -1.219  -1.026  -0.5164
N  0.423  -1.621  0.596  0.1939
O  -0.374  -2.438  1.004  -0.5077
H  1.672  1.163  -0.851  0.3549
H  0.740  2.470  -0.095  0.3737
H  0.308  1.884  -1.718  0.3550
H  -1.234  0.974  0.165  0.2631
H  1.313  0.143  1.862  0.2456
H  -0.400  -0.046  2.157  0.2659
H  0.418  -0.948  -1.560  0.3318
H  -1.734  -1.962  -0.405  0.3480

Summary:
- HOMO-LUMO gap (alpha / beta) (eV) = 8.93 / 8.93
- structure (SMILES) = C[C@H](N)[C@H](O)N=O
- LUMO (alpha / beta) (Ha) = 0.031 / 0.031

Entry c
Formula: C3H8N2O2
Source: the OMol25 dataset
Level of theory: ωB97M-V/def2-TZVPD

Last column: Mulliken charge in e.
Positions of all 15 atoms, in Å:
C  -0.724  1.284  0.297  -0.5817
N  -0.853  0.279  -0.471  -0.4753
C  0.318  -0.033  -1.326  0.2093
N  0.068  -1.131  -2.224  -0.6115
O  1.501  -0.273  -0.629  -0.5474
H  -1.581  1.619  0.886  0.3951
H  0.211  1.845  0.418  0.3726
H  0.425  0.873  -1.939  0.3050
H  0.285  -2.011  -1.771  0.2485
H  -0.908  -1.136  -2.502  0.2414
H  1.388  -0.336  0.336  0.4718
C  -0.045  -0.253  2.232  -0.1828
O  1.149  -0.133  2.046  -0.5100
H  -0.656  -1.011  1.722  0.3473
H  -0.578  0.416  2.927  0.3177

Summary:
- HOMO-LUMO gap (eV) = 9.56
- structure (SMILES) = C=N[C@H](N)O.C=O
- LUMO (Ha) = 0.001

The structure with the least stability is entry a.

Entry a
Formula: C3H8N2O2
Source: the OMol25 dataset
Level of theory: ωB97M-V/def2-TZVPD

Last column: Mulliken charge in e.
Positions of all 15 atoms, in Å:
C  1.781  0.218  0.356  -1.0650
C  0.537  -0.646  0.403  -0.0807
O  0.447  -1.269  1.679  -0.4902
C  -0.683  -0.054  -0.089  0.2950
N  -1.645  0.630  0.543  -0.3632
N  -0.690  -0.395  -1.377  -0.2527
O  -1.426  0.487  -2.291  -0.4481
H  1.797  0.933  1.190  0.2844
H  2.673  -0.405  0.440  0.2853
H  1.842  0.783  -0.576  0.3089
H  0.011  -2.120  1.562  0.3192
H  -1.552  0.788  1.532  0.2241
H  -2.551  0.749  0.114  0.2479
H  0.364  -1.002  -1.156  0.4036
H  -0.907  1.305  -2.331  0.3314

Summary:
- HOMO-LUMO gap (eV) = 8.25
- structure (SMILES) = C/C(O)=C(/N)NO
- LUMO (Ha) = 0.023

Entry b
Formula: C3H8N2O2
Source: the OMol25 dataset
Level of theory: ωB97M-V/def2-TZVPD

Last column: Mulliken charge in e.
Positions of all 15 atoms, in Å:
N  0.498  -1.559  0.350  -0.2710
C  0.753  -1.486  -0.890  0.2398
N  1.614  -2.332  -1.498  -0.4322
H  0.933  -2.389  0.815  0.2085
H  -0.148  -0.811  0.800  0.3962
H  0.426  -0.682  -1.519  0.3161
H  2.023  -2.130  -2.438  0.2634
H  2.245  -2.889  -0.941  0.2012
O  0.294  1.344  -0.234  -0.7501
C  -0.705  1.292  0.545  0.7383
O  -1.097  0.286  1.173  -0.7791
C  -1.505  2.596  0.665  -0.9006
H  -2.144  2.681  -0.264  0.1943
H  -2.108  2.548  1.576  0.2885
H  -0.835  3.452  0.584  0.2868

Summary:
- HOMO-LUMO gap (eV) = 8.48
- LUMO (Ha) = 0.007

Entry c
Formula: C3H8N2O2
Source: the OMol25 dataset
Level of theory: ωB97M-V/def2-TZVPD

Last column: Mulliken charge in e.
Positions of all 15 atoms, in Å:
H  2.978  1.655  -0.160  0.2446
N  1.863  1.223  0.075  -0.7496
C  1.550  -0.062  0.015  0.5395
N  2.439  -0.957  -0.396  -0.5536
O  0.253  -0.479  -0.006  -0.3134
C  -0.485  0.707  -0.150  -0.2531
O  -1.774  0.358  -0.693  -0.3364
C  -2.650  -0.442  0.129  -0.5918
H  1.883  -1.914  -0.305  0.3050
H  3.180  -0.919  0.345  0.3141
H  0.183  1.365  -0.911  0.3799
H  -0.461  1.111  0.893  0.2899
H  -2.831  0.061  1.223  0.2647
H  -2.440  -1.581  0.272  0.2176
H  -3.688  -0.125  -0.329  0.2426

Summary:
- HOMO-LUMO gap (eV) = 10.33
- structure (SMILES) = [H]/N=C(\N)OCOC
- LUMO (Ha) = 0.027

The structure with the least stability is entry a.

Entry a
Formula: C3H8N2O2
Source: the OMol25 dataset
Level of theory: ωB97M-V/def2-TZVPD

Last column: Mulliken charge in e.
Positions of all 15 atoms, in Å:
C  -0.791  -0.254  -0.350  0.2357
C  0.328  0.387  0.484  0.0921
N  -1.583  0.612  -1.093  -0.4064
N  0.703  -0.461  1.590  -0.7521
C  1.382  0.311  -0.651  -0.1544
O  -1.439  -1.287  0.246  -0.5349
O  2.467  -0.235  -0.465  -0.5395
H  -1.273  -1.178  1.212  0.3716
H  0.143  -0.717  -1.192  0.0036
H  0.080  1.409  0.793  0.4215
H  -1.510  1.604  -0.917  0.1837
H  -2.270  0.169  -1.687  0.2118
H  1.031  -1.377  1.282  0.2448
H  1.484  -0.113  2.134  0.2534
H  1.248  1.130  -1.384  0.3692

Summary:
- HOMO-LUMO gap (eV) = 9.99
- LUMO (Ha) = 0.029

Entry b
Formula: C3H8N2O2
Source: the OMol25 dataset
Level of theory: ωB97M-V/def2-TZVPD

Last column: Mulliken charge in e.
Positions of all 15 atoms, in Å:
N  -0.230  -0.765  -2.643  -0.4202
C  0.040  0.165  -1.610  0.4257
O  0.608  1.224  -1.836  -0.5965
C  -0.159  -0.394  -0.197  -0.3738
N  -0.008  0.721  0.704  -0.2805
C  0.603  0.476  1.977  -0.1671
O  -0.456  -0.248  2.749  -0.5335
H  0.140  -0.476  -3.507  0.2436
H  -1.076  -1.304  -2.498  0.2322
H  -1.144  -1.037  -0.099  0.1961
H  0.617  -1.144  -0.116  0.2701
H  0.006  1.470  0.108  0.2157
H  1.545  -0.156  2.083  0.2269
H  0.678  1.357  2.671  0.2498
H  -1.163  0.113  2.216  0.3113

Summary:
- HOMO-LUMO gap (eV) = 10.10
- structure (SMILES) = NC(=O)CNCO
- LUMO (Ha) = 0.027

Entry c
Formula: C3H8N2O2
Source: the OMol25 dataset
Level of theory: ωB97M-V/def2-TZVPD

Last column: Mulliken charge in e.
Positions of all 15 atoms, in Å:
O  1.141  -0.789  1.574  -0.6316
C  0.916  -0.567  0.405  0.5215
N  -0.281  -0.250  -0.173  -0.1853
C  -0.110  0.185  -1.540  -0.4116
C  1.334  -0.282  -1.820  -0.2944
O  1.887  -0.608  -0.547  -0.3465
H  -0.968  0.168  0.461  0.4196
H  -0.217  1.273  -1.644  0.2586
H  -0.827  -0.295  -2.214  0.2631
H  1.952  0.498  -2.272  0.2556
H  1.365  -1.173  -2.453  0.2458
N  -1.230  0.877  2.308  -0.7575
H  -0.524  0.182  2.555  0.2356
H  -1.997  0.795  2.969  0.2255
H  -0.799  1.783  2.467  0.2017

Summary:
- HOMO-LUMO gap (eV) = 10.63
- structure (SMILES) = O=C1NCCO1.N
- LUMO (Ha) = 0.032

The structure with the least stability is entry a.

Entry a
Formula: C5H4FN
Source: the OMol25 dataset
Level of theory: ωB97M-V/def2-TZVPD

Last column: Mulliken charge in e.
Positions of all 11 atoms, in Å:
C  0.713  -1.961  1.170  0.3616
C  1.823  -0.015  0.134  -0.6896
C  -1.995  -0.272  -0.416  -0.5794
C  0.822  -0.874  0.310  0.0542
C  -0.811  -0.379  -0.961  0.3510
N  0.547  -2.819  1.936  -0.4217
F  -0.241  -0.389  -2.161  -0.1912
H  1.916  0.723  -0.669  0.3093
H  2.747  -0.334  0.609  0.2889
H  -2.900  0.151  -0.830  0.3209
H  -1.963  -0.626  0.680  0.1961

Summary:
- HOMO-LUMO gap (eV) = 10.42
- LUMO (Ha) = 0.008

Entry b
Formula: C5H4FN
Source: the OMol25 dataset
Level of theory: ωB97M-V/def2-TZVPD

Last column: Mulliken charge in e.
Positions of all 11 atoms, in Å:
C  0.991  -0.169  3.591  -0.5265
C  0.662  -0.203  2.367  0.1472
N  0.359  -0.022  0.992  -0.3386
C  -0.156  -0.328  -0.201  0.5602
F  0.000  -1.564  -0.688  -0.2275
C  -0.444  0.720  -1.250  -0.2530
C  -0.691  0.239  -2.478  -0.6129
H  1.383  -0.375  4.593  0.3682
H  -0.584  1.728  -0.960  0.3636
H  -1.095  0.733  -3.320  0.2882
H  -0.426  -0.758  -2.646  0.2311

Summary:
- HOMO-LUMO gap (alpha / beta) (eV) = 8.29 / 8.29
- structure (SMILES) = C#C/N=C(\F)C=C
- LUMO (alpha / beta) (Ha) = -0.020 / -0.020

The structure with the least stability is entry b.

Entry a
Formula: C8H10NO2
Source: the OMol25 dataset
Level of theory: ωB97M-V/def2-TZVPD

Last column: Mulliken charge in e.
Positions of all 21 atoms, in Å:
C  3.308  0.604  -0.465  -1.0137
C  2.213  0.804  0.640  -0.9044
C  0.802  0.461  0.263  0.7498
C  0.372  -0.882  0.367  -0.7024
C  -0.858  -1.306  0.098  -0.3494
C  -2.018  -0.524  -0.155  0.4967
C  -3.339  -1.275  -0.259  -1.4631
C  -2.109  0.847  -0.066  0.5454
O  -2.821  1.813  -0.229  -0.6196
N  -0.051  1.345  -0.127  -0.1017
O  0.227  2.593  -0.220  -0.7648
H  3.481  -0.484  -0.641  0.2298
H  4.237  1.065  -0.292  0.3862
H  2.818  1.082  -1.346  0.2897
H  2.073  1.826  0.789  0.4222
H  2.451  0.505  1.710  0.3326
H  1.064  -1.666  0.630  0.2910
H  -1.048  -2.374  0.100  0.2747
H  -3.162  -1.901  -1.140  0.3016
H  -4.189  -0.600  -0.307  0.3313
H  -3.450  -1.932  0.652  0.2680

Summary:
- HOMO-LUMO gap (eV) = 6.53
- total charge = -1
- structure (SMILES) = CCC(/C=C\C(C)=C=O)=N\[O-]
- LUMO (Ha) = 0.141

Entry b
Formula: C8H10NO2
Source: the OMol25 dataset
Level of theory: ωB97M-V/def2-TZVPD

Last column: Mulliken charge in e.
Positions of all 21 atoms, in Å:
C  -0.252  -0.537  3.085  -0.5076
C  -1.774  -1.635  0.777  0.8833
C  1.597  1.581  -0.836  -0.7628
C  -0.820  0.583  -0.366  -0.8276
C  0.864  1.692  -2.129  -0.5401
C  -0.854  -0.324  0.818  -0.1341
C  0.510  0.591  -1.206  1.2046
C  0.918  -0.825  -1.567  -1.5590
N  -0.144  -0.160  1.864  -0.4531
O  -2.359  -1.806  -0.283  -0.7220
O  -1.789  -2.233  1.850  -0.6701
H  0.650  -0.677  3.659  0.2634
H  -1.207  -0.620  3.588  0.2805
H  2.626  1.234  -0.857  0.2725
H  1.411  2.267  -0.008  0.2255
H  -1.622  0.262  -1.036  0.2810
H  -1.003  1.614  -0.046  0.4277
H  0.209  2.530  -2.334  0.2435
H  1.794  -0.811  -2.211  0.4785
H  0.103  -1.323  -2.090  0.3286
H  1.141  -1.402  -0.669  0.2873

Summary:
- HOMO-LUMO gap (alpha / beta) (eV) = 7.90 / 4.97
- total charge = -1
- LUMO (alpha / beta) (Ha) = 0.135 / 0.095

The structure with the least stability is entry b.

Entry a
Formula: C4H11NO2S
Source: the OMol25 dataset
Level of theory: ωB97M-V/def2-TZVPD

Last column: Mulliken charge in e.
Positions of all 19 atoms, in Å:
C  -0.023  -0.962  2.644  -0.8647
N  -0.890  -1.033  1.480  -0.1775
C  -0.600  -0.532  0.257  0.6141
O  -1.245  -0.982  -0.698  -0.6594
C  0.570  0.418  0.174  -0.8496
C  0.785  1.047  -1.233  -0.3113
S  2.513  1.310  -1.601  -0.2471
H  -0.523  -1.176  3.590  0.2993
H  0.729  -1.761  2.676  0.2936
H  0.416  0.039  2.669  0.2738
H  -1.729  -1.548  1.657  0.2739
H  1.415  -0.123  0.584  0.5001
H  0.465  1.256  0.858  0.3410
H  0.389  0.334  -1.919  -0.0012
H  0.150  1.932  -1.213  0.3626
H  2.654  2.596  -1.254  0.1247
O  -1.604  -0.002  -3.214  -0.6307
H  -2.308  -0.003  -2.565  0.3129
H  -1.165  -0.810  -2.890  0.3455

Summary:
- HOMO-LUMO gap (eV) = 9.70
- structure (SMILES) = CNC(=O)CCS.O
- LUMO (Ha) = 0.023

Entry b
Formula: C4H11NO2S
Source: the OMol25 dataset
Level of theory: ωB97M-V/def2-TZVPD

Last column: Mulliken charge in e.
Positions of all 19 atoms, in Å:
N  1.006  2.774  -1.754  -0.3614
C  1.186  1.663  -0.988  0.5225
O  1.426  1.660  0.192  -0.5692
C  1.103  0.353  -1.814  -0.6573
C  -0.092  -0.588  -1.555  -0.7044
C  -0.191  -1.332  -0.141  -0.6186
S  -1.110  -0.471  1.123  -0.2057
H  1.319  3.702  -1.541  0.2175
H  0.486  2.698  -2.597  0.1910
H  1.223  0.677  -2.850  0.3795
H  2.080  -0.120  -1.654  0.2807
H  -1.027  -0.038  -1.706  0.3667
H  -0.117  -1.422  -2.257  0.3717
H  -0.521  -2.316  -0.447  0.3681
H  0.877  -1.571  0.010  0.2811
H  0.007  -0.075  1.763  0.1382
O  -2.603  -1.485  5.361  -0.6316
H  -1.763  -1.962  5.338  0.3166
H  -3.288  -2.147  5.517  0.3146

Summary:
- HOMO-LUMO gap (eV) = 9.55
- structure (SMILES) = NC(=O)CCCS.O
- LUMO (Ha) = 0.031

The structure with the least stability is entry b.